# 1
{
  "formula": "C4H6N2OS",
  "method": "wB97M-V/def2-TZVPD",
  "symbols": ["H", "N", "C", "N", "O", "C", "C", "C", "S", "H", "H", "H", "H", "H"],
  "positions_angstrom": [[-3.026, -0.483, 0.243], [-2.472, 0.427, 0.486], [-1.339, 0.185, 0.063], [-0.639, 1.352, -0.241], [0.720, 1.637, -0.149], [1.302, 0.485, -0.459], [2.417, -0.160, 0.322], [0.990, -0.748, 0.506], [-0.486, -1.556, -0.288], [-1.158, 2.344, -0.094], [1.120, 0.038, -1.439], [3.140, -1.009, -0.092], [2.744, 0.432, 1.373], [0.749, -0.555, 1.498]],
  "smiles": "[H]/N=C1/NO[C@H]2C[C@@H]2S1",
  "orbital_gap_ev": 9.45,
  "e_above_lowest_kcal_mol": 177.4,
  "lumo_energy_ev": 0.54
}


# 2
{
  "formula": "C4H6N2OS",
  "method": "wB97M-V/def2-TZVPD",
  "symbols": ["O", "C", "C", "N", "N", "C", "S", "C", "H", "H", "H", "H", "H", "H"],
  "positions_angstrom": [[0.019, 3.207, 0.215], [0.155, 2.017, 0.187], [1.203, 1.217, -0.576], [1.133, -0.092, 0.052], [-0.220, -0.255, 0.403], [-0.912, -1.353, 0.144], [-0.326, -2.710, -0.605], [-0.714, 0.991, 0.936], [2.175, 1.673, -0.449], [0.920, 1.206, -1.632], [1.390, -0.874, -0.571], [-1.930, -1.323, 0.496], [-0.498, 1.075, 2.025], [-1.777, 1.133, 0.756]],
  "smiles": "O=C1CNN(C=S)C1",
  "orbital_gap_ev": 9.02,
  "e_above_lowest_kcal_mol": 57.6,
  "lumo_energy_ev": 0.48
}


# 3
{
  "formula": "C4H6N2OS",
  "method": "wB97M-V/def2-TZVPD",
  "symbols": ["C", "N", "O", "C", "C", "S", "N", "C", "H", "H", "H", "H", "H", "H"],
  "positions_angstrom": [[-1.658, -0.980, -0.179], [-0.568, -1.618, -0.293], [0.429, -1.111, 0.567], [1.466, -0.539, -0.128], [1.314, 0.988, -0.131], [-0.218, 1.635, -0.878], [-1.341, 1.394, 0.482], [-1.866, 0.256, 0.633], [-2.522, -1.360, -0.746], [1.602, -0.949, -1.236], [2.482, -0.709, 0.353], [2.109, 1.435, -0.747], [1.345, 1.455, 0.850], [-2.574, 0.104, 1.454]],
  "smiles": "C1=N\\OCCS\\N=C/1",
  "orbital_gap_ev": 9.01,
  "e_above_lowest_kcal_mol": 109.8,
  "lumo_energy_ev": 0.45
}


# 4
{
  "formula": "C4H6N2OS",
  "method": "wB97M-V/def2-TZVPD",
  "symbols": ["H", "N", "C", "N", "C", "C", "C", "O", "S", "H", "H", "H", "H", "H"],
  "positions_angstrom": [[-1.539, 1.355, 1.421], [-1.688, 1.768, 0.550], [-0.924, 1.136, -0.290], [-0.833, 1.550, -1.683], [-0.060, -0.072, -0.041], [0.852, -0.327, 0.856], [1.507, -1.712, 0.853], [0.558, -2.514, 0.155], [2.767, -2.371, 1.678], [-0.139, 1.181, -2.275], [-1.177, 2.480, -1.700], [-0.372, -0.925, -0.720], [1.208, 0.234, 1.667], [-0.162, -1.784, -0.470]],
  "smiles": "[H]/N=C(N)\\C=C\\C(O)=S",
  "orbital_gap_ev": 8.28,
  "e_above_lowest_kcal_mol": 112.0,
  "lumo_energy_ev": -0.90
}